8
Properties=species:S:1:pos:R:3 method="wB97M-V/def2-TZVPD" energy_ha=-207.9786 gap_ev="10.028 / 7.616" e_homo_ev="-16.795 / -16.582" charge=+1 de_lowest_kcal_mol=183.23
H -1.45573 -0.38516 0.89659
C 0.16772 -0.24984 -0.93190
C -0.66754 -0.37132 0.22078
N 0.67619 -0.16918 0.34652
H -0.89287 1.46955 1.63752
H 0.39425 -1.01057 -1.69050
H 0.14707 0.63987 -1.50531
O 1.63092 0.07664 1.02629